# 1
{
  "formula": "C16H13F3NO5S2",
  "method": "ωB97M-V/def2-TZVPD",
  "species": ["N", "C", "C", "C", "C", "H", "H", "H", "F", "H", "C", "H", "O", "H", "C", "F", "C", "O", "C", "S", "O", "H", "C", "C", "C", "H", "H", "S", "C", "H", "O", "H", "O", "F", "C", "H", "H", "C", "C", "C"],
  "positions_angstrom": [[-0.30, 0.09, -3.26], [0.17, -3.25, 3.42], [0.40, -0.08, -4.36], [0.21, 2.72, 2.74], [-1.61, -0.17, -0.81], [-1.64, -4.26, 2.76], [-1.82, -2.91, 0.66], [0.79, 2.67, -1.09], [2.31, -1.56, -4.21], [-1.82, 2.13, 2.25], [1.10, -2.24, 3.15], [1.92, -2.02, 3.83], [-3.10, 1.77, 0.17], [-2.33, -1.83, -1.93], [-2.50, -0.81, -1.61], [2.72, 0.48, -4.92], [0.97, -1.48, 1.98], [-1.68, 2.24, -1.86], [-0.58, 2.27, 0.51], [-0.04, -0.97, -0.53], [0.14, -0.19, -5.57], [0.02, 2.73, 3.81], [1.99, -0.24, -4.02], [1.47, 3.06, 2.23], [1.67, 3.06, 0.85], [0.27, -3.85, 4.34], [-3.44, -0.32, -1.83], [-1.87, 1.61, -0.57], [-0.08, -1.74, 1.10], [-1.31, 0.18, -3.46], [0.09, -2.09, -1.42], [1.69, -0.70, 1.75], [0.98, 0.02, -0.42], [2.39, 0.13, -2.79], [-0.83, 2.37, 1.87], [2.28, 3.34, 2.91], [2.63, 3.34, 0.42], [-1.02, -2.73, 1.37], [0.64, 2.68, -0.02], [-0.90, -3.48, 2.55]],
  "mulliken_charge": [-0.136, -0.360, 0.034, -0.483, 0.314, 0.357, 0.351, 0.353, -0.302, 0.414, -0.662, 0.360, -0.717, 0.363, -1.015, -0.304, -0.164, -0.608, 0.103, 1.320, -0.766, 0.370, 0.783, -0.436, -0.499, 0.342, 0.365, 1.344, 0.061, 0.060, -0.621, 0.423, -0.446, -0.197, -0.443, 0.362, 0.379, -0.472, -0.244, -0.582],
  "multiplicity": 1,
  "fmax_ev_per_a": 2.10,
  "total_charge": -1,
  "orbital_gap_ev": 6.739
}


# 2
{
  "formula": "C16H13F5N4NbS2SbSe4",
  "method": "ωB97M-V/def2-TZVPD",
  "species": ["Nb", "Sb", "C", "C", "H", "F", "H", "C", "F", "H", "C", "H", "Se", "C", "H", "Se", "C", "H", "S", "H", "N", "C", "C", "N", "N", "C", "F", "C", "F", "H", "H", "N", "C", "C", "Se", "C", "C", "H", "H", "F", "S", "C", "Se", "H", "C", "H"],
  "positions_angstrom": [[9.59, 12.71, 9.87], [6.76, 14.47, 10.39], [9.80, 12.20, 6.83], [10.23, 7.35, 9.74], [8.83, 11.74, 7.00], [10.75, 7.64, 8.55], [14.02, 12.46, 14.90], [13.96, 14.66, 15.10], [7.29, 6.28, 12.37], [13.52, 15.57, 14.67], [9.32, 5.70, 11.16], [15.06, 14.93, 15.19], [7.92, 11.28, 9.80], [13.87, 13.38, 14.21], [13.61, 14.46, 16.15], [6.17, 14.12, 12.67], [9.90, 5.98, 9.92], [13.41, 13.45, 6.57], [10.34, 13.78, 12.17], [9.44, 13.06, 4.97], [12.77, 12.94, 11.27], [8.60, 7.94, 11.35], [12.08, 13.35, 12.36], [12.55, 13.14, 13.61], [10.51, 12.36, 7.97], [14.01, 12.00, 9.10], [7.76, 8.86, 11.85], [10.20, 12.73, 5.66], [9.22, 4.44, 11.72], [11.86, 13.19, 4.39], [14.57, 13.45, 13.36], [11.95, 12.94, 10.16], [12.67, 12.65, 9.02], [11.59, 12.96, 5.42], [8.94, 15.27, 9.68], [11.90, 12.67, 7.84], [12.44, 13.01, 6.58], [14.82, 12.62, 9.53], [11.89, 12.65, 14.21], [9.95, 5.03, 8.95], [10.70, 9.81, 11.07], [8.39, 6.62, 11.67], [6.09, 15.15, 8.21], [13.93, 11.17, 9.78], [9.80, 8.37, 10.67], [14.36, 11.58, 8.15]],
  "mulliken_charge": [0.713, 0.891, -0.178, 0.127, 0.425, -0.295, 0.307, -0.949, -0.268, 0.314, 0.097, 0.302, -0.253, -0.473, 0.262, -0.388, 0.293, 0.499, -0.171, 0.420, -0.815, 0.159, 0.283, -0.128, -0.020, -1.333, -0.303, -0.675, -0.270, 0.403, 0.294, 0.506, 0.513, -0.443, -0.259, 0.297, -0.699, 0.296, 0.272, -0.270, -0.185, 0.348, -0.471, 0.347, 0.029, 0.449],
  "multiplicity": 1,
  "fmax_ev_per_a": 4.88,
  "total_charge": 0,
  "orbital_gap_ev": 4.829
}


# 3
{
  "formula": "C16H13F6N2NiO3S",
  "method": "ωB97M-V/def2-TZVPD",
  "species": ["C", "C", "N", "H", "F", "C", "C", "C", "C", "H", "F", "H", "S", "C", "C", "F", "F", "O", "C", "F", "C", "H", "C", "H", "Ni", "H", "C", "H", "C", "C", "H", "H", "O", "H", "H", "O", "H", "F", "C", "C", "H", "N"],
  "positions_angstrom": [[-1.58, 0.21, -2.19], [2.82, -0.01, 2.93], [0.04, 2.44, -0.12], [-4.03, -0.90, -1.68], [-1.90, -2.53, 0.28], [-2.03, -0.46, -0.86], [1.06, 3.14, -0.62], [-3.57, -0.43, -0.82], [-1.38, 4.31, -0.53], [-1.96, 2.42, 0.32], [-2.08, 1.46, -2.29], [-2.37, 4.74, -0.46], [0.35, -1.11, 2.05], [-0.32, 5.03, -1.09], [2.94, 1.02, 1.84], [-0.25, 0.32, -2.30], [-2.01, -0.45, -3.30], [3.91, 1.78, 1.83], [2.92, -1.90, 4.99], [-0.29, -2.11, -1.10], [3.93, -0.95, 4.88], [0.20, 6.66, -2.19], [-1.16, 3.03, -0.08], [-3.89, 0.61, -0.75], [0.27, 0.60, 0.70], [-3.88, -0.95, 0.09], [1.79, -0.95, 3.04], [1.79, 4.92, -1.53], [-1.60, -1.95, -0.88], [1.88, -1.89, 4.09], [4.76, -0.93, 5.59], [4.64, 0.72, 3.73], [2.05, 1.06, 0.90], [-1.43, 6.59, -1.79], [2.94, -2.64, 5.78], [-1.53, 0.21, 0.20], [2.02, 2.64, -0.59], [-2.23, -2.66, -1.85], [3.87, -0.03, 3.86], [0.92, 4.41, -1.13], [1.08, -2.63, 4.17], [-0.49, 6.33, -1.54]],
  "mulliken_charge": [0.649, 0.246, 0.089, 0.372, -0.240, 1.503, -0.348, -2.002, -0.812, 0.608, -0.268, 0.296, -0.501, 1.240, 0.675, -0.244, -0.297, -0.755, -0.410, -0.239, -0.548, 0.218, -0.543, 0.415, -0.066, 0.440, 0.683, 0.302, 0.487, -0.961, 0.356, 0.425, -0.453, 0.217, 0.336, -0.582, 0.430, -0.312, -0.539, -0.709, 0.403, -0.564],
  "multiplicity": 1,
  "fmax_ev_per_a": 0.13,
  "total_charge": -1,
  "orbital_gap_ev": [6.643, 6.648]
}


# 4
{
  "formula": "C16H13FN4OS",
  "method": "ωB97M-V/def2-TZVPD",
  "species": ["H", "C", "S", "H", "H", "N", "C", "C", "C", "H", "C", "C", "N", "C", "O", "N", "H", "H", "H", "C", "C", "H", "C", "H", "H", "N", "F", "H", "C", "H", "C", "C", "H", "C", "C", "C"],
  "positions_angstrom": [[5.97, 0.53, 2.58], [-3.77, 0.12, 1.57], [-1.11, -1.15, -1.57], [-3.90, -0.88, -1.67], [-3.34, -0.19, 2.51], [5.44, 1.44, -0.60], [0.39, -1.14, -0.70], [2.34, -0.55, -0.02], [3.61, 0.11, 0.19], [-5.29, 1.14, -1.82], [6.01, 1.33, 0.59], [-3.51, -0.66, 0.44], [1.34, -0.17, -0.88], [-1.98, -2.43, -0.61], [-2.51, -2.38, 1.70], [2.00, -1.66, 0.59], [-4.75, 1.86, 2.35], [3.76, -0.60, 2.20], [6.95, 1.85, 0.70], [-4.55, 1.25, 1.49], [-2.66, -1.86, 0.62], [3.89, 0.92, -1.81], [-4.06, -0.29, -0.79], [-1.24, -3.17, -0.31], [1.76, 1.83, -1.26], [0.79, -2.03, 0.17], [-5.84, 2.71, 0.16], [-2.71, -2.87, -1.29], [1.20, 1.00, -1.70], [1.58, 0.81, -2.71], [-5.08, 1.60, 0.26], [5.46, 0.60, 1.63], [0.15, 1.26, -1.77], [4.24, -0.02, 1.43], [4.28, 0.83, -0.80], [-4.85, 0.84, -0.88]],
  "mulliken_charge": [0.390, -0.496, -0.170, 0.361, 0.442, -0.640, 0.360, 0.382, 0.534, 0.446, -0.254, 0.333, 0.102, -0.990, -0.569, -0.702, 0.439, 0.467, 0.379, -0.519, 0.568, 0.497, -0.189, 0.462, 0.462, -0.310, -0.319, 0.526, -1.078, 0.309, 0.382, -0.435, 0.363, -0.435, -0.333, -0.764],
  "multiplicity": 1,
  "fmax_ev_per_a": 1.37,
  "total_charge": 0,
  "smiles": "Cn1c(SCC(=O)c2ccc(F)cc2)nnc1-c1cccnc1",
  "orbital_gap_ev": 8.503
}


# 5
{
  "formula": "C16H13FeN3O4",
  "method": "ωB97M-V/def2-TZVPD",
  "species": ["C", "C", "C", "H", "H", "C", "O", "N", "C", "H", "H", "C", "C", "N", "H", "N", "H", "C", "C", "H", "H", "H", "C", "C", "C", "O", "H", "O", "H", "H", "C", "C", "C", "Fe", "H", "C", "O"],
  "positions_angstrom": [[-0.41, -3.33, 3.90], [0.25, 4.19, -1.26], [1.78, 2.36, -0.30], [-1.09, 1.98, 0.00], [1.22, -0.70, -3.49], [-0.26, -0.03, -0.41], [0.27, 5.27, -0.82], [-1.46, -3.62, 1.60], [-0.48, -3.25, 2.50], [0.10, 1.46, -4.09], [-3.07, 1.27, -0.77], [-0.95, 1.54, -2.15], [0.38, -0.82, -1.51], [0.15, -2.59, 0.43], [0.32, -0.08, 0.52], [-1.05, -3.21, 0.39], [-1.25, -0.48, -0.18], [0.63, -0.20, -2.71], [-0.53, 1.43, -0.77], [-3.71, 2.79, -1.52], [-4.03, 1.20, -2.29], [2.42, -1.55, 1.78], [0.09, 1.10, -3.05], [0.56, -2.60, 1.76], [1.74, -2.16, 3.79], [3.18, 3.47, -3.15], [2.60, -1.75, 4.32], [-2.16, 1.95, -2.58], [0.81, -2.84, 5.61], [-1.24, -3.82, 4.42], [-3.31, 1.79, -1.71], [0.71, -2.79, 4.52], [1.67, -2.04, 2.40], [0.80, 2.63, -1.72], [0.72, -1.83, -1.30], [2.15, 3.12, -2.75], [2.46, 2.14, 0.62]],
  "mulliken_charge": [-0.537, 0.102, 0.169, 0.898, 0.382, 0.136, -0.393, -0.370, 0.439, 0.676, 0.327, -0.504, -0.308, 0.157, 0.235, -0.569, 0.363, -0.774, -0.868, 0.273, 0.279, 0.467, -0.078, 0.418, -0.530, -0.360, 0.371, -0.448, 0.371, 0.426, -0.705, -0.380, -0.347, -0.086, 0.746, 0.414, -0.388],
  "multiplicity": 5,
  "fmax_ev_per_a": 4.85,
  "total_charge": 0,
  "orbital_gap_ev": [4.832, 4.893]
}


# 6
{
  "formula": "C16H14BaCl2N6O6S",
  "method": "ωB97M-V/def2-TZVPD",
  "species": ["C", "C", "O", "H", "H", "H", "C", "C", "C", "O", "C", "O", "C", "C", "O", "H", "H", "S", "Ba", "N", "O", "H", "C", "C", "H", "N", "C", "C", "C", "C", "H", "H", "H", "H", "H", "H", "H", "Cl", "N", "C", "O", "C", "Cl", "N", "N", "N"],
  "positions_angstrom": [[-3.01, 4.43, -0.38], [-2.55, 3.03, -0.58], [0.81, -2.14, -2.76], [6.71, 0.41, 1.34], [1.89, 1.39, 1.45], [-5.19, -2.69, -1.96], [3.28, 0.89, 4.14], [-4.03, -1.00, -1.38], [0.80, -4.32, -1.78], [1.00, 2.47, -1.27], [-3.31, 1.90, -0.35], [-0.08, 4.37, -1.80], [-1.31, 2.51, -1.01], [4.70, 0.36, 0.80], [-2.22, 5.38, -0.84], [1.82, -0.24, 1.81], [3.91, 0.99, 5.01], [4.70, 0.14, -0.85], [1.46, 0.06, -1.61], [-1.32, 1.18, -1.05], [1.02, -2.29, -0.54], [-3.73, -4.32, -0.82], [-4.32, -2.35, -1.42], [-0.02, 3.20, -1.39], [-1.37, 5.03, -1.22], [5.42, 0.66, 2.94], [0.89, -2.80, -1.69], [-2.08, -1.47, -0.03], [4.13, 0.69, 2.95], [-2.91, -0.57, -0.67], [-4.65, -0.28, -1.90], [2.67, 1.79, 4.03], [-1.21, -1.13, 0.51], [2.60, 0.04, 4.29], [0.81, -4.75, -0.79], [-1.72, -3.53, 0.40], [-0.09, -4.61, -2.33], [2.20, -4.97, -2.67], [3.64, 0.50, 1.67], [-2.37, -2.83, -0.09], [-4.07, 4.66, 0.14], [-3.50, -3.27, -0.78], [-4.90, 1.72, 0.23], [2.31, 0.48, 1.28], [5.75, 0.46, 1.62], [-2.56, 0.81, -0.65]],
  "mulliken_charge": [0.441, -0.015, -0.919, 0.174, 0.256, 0.379, -1.237, -0.224, -0.374, -0.688, 0.176, -0.774, 0.069, 0.309, -0.545, 0.233, 0.348, -0.502, 1.740, -0.619, -0.875, 0.406, -0.700, 0.667, 0.446, -0.742, 0.898, -0.300, 0.911, 0.210, 0.477, 0.303, 0.464, 0.312, 0.251, 0.437, 0.286, -0.209, 0.390, -0.639, -0.593, -0.525, -0.121, -0.757, 0.192, 0.582],
  "multiplicity": 1,
  "fmax_ev_per_a": 0.55,
  "total_charge": 0,
  "orbital_gap_ev": 8.857
}